Entry 1:
A structure of composition C39H31BrN2NiO5Te at a distorted geometry, computed with wB97M-V/def2-TZVPD.

Results
- Gap between HOMO and LUMO: 0.1790 Eh
- Largest force on an atom: 1.587 eV/Å
- LUMO: 4.310 eV
- HOMO energy: -0.6 eV

The geometry in ORCA input format:
```
! RIJCOSX wB97M-V def2-TZVPD def2/J DEFGRID3
* xyz -2 3
Ni -0.76537 -0.40279 1.69709
O 0.79952 0.62287 0.45991
C 1.70316 1.57952 0.98657
C 1.12074 1.83141 2.45769
O 1.88286 2.34639 3.27219
O -0.09206 1.51236 2.55176
C 1.58948 2.94740 0.35020
C 0.49762 3.28027 -0.44402
C 0.33597 4.58121 -0.90329
C 1.25017 5.56584 -0.56214
C 2.33772 5.24022 0.24227
C 2.50892 3.94184 0.69142
C 3.11134 1.01704 0.97010
C 3.56685 0.20369 2.00376
C 4.83295 -0.35978 1.95459
C 5.65605 -0.14279 0.85748
C 5.19987 0.64302 -0.19181
C 3.93797 1.21886 -0.13196
H 0.89216 0.47864 -0.49387
H -0.24646 2.52602 -0.68271
H -0.51964 4.82709 -1.52032
H 1.10842 6.58640 -0.89899
H 3.04666 6.00754 0.53226
H 3.33153 3.69428 1.35005
H 2.92113 0.02285 2.85381
H 5.18316 -0.97575 2.77508
H 6.64470 -0.58475 0.81718
H 5.82882 0.80945 -1.05821
H 3.58890 1.83369 -0.95333
C -3.52570 -2.11886 1.00974
N -2.61503 -1.49633 1.96292
C -2.79643 -1.74777 3.20746
C -1.82754 -1.32330 4.15323
C -1.82676 -1.27899 5.54725
C -0.57980 -0.75941 5.91294
C 0.11410 -0.53210 4.72080
N -0.62776 -0.88042 3.66109
C -4.76203 -1.30309 0.71959
C -5.95267 -1.93375 0.37461
C -7.07856 -1.19442 0.03987
C -7.02778 0.19246 0.05307
C -5.84609 0.82975 0.40593
C -4.72299 0.08910 0.73894
H -3.81325 -3.11775 1.35322
H -2.98998 -2.23963 0.06628
H -3.66469 -2.31761 3.54917
H -2.64881 -1.54624 6.19544
H -0.22067 -0.56684 6.91210
H 1.10773 -0.12350 4.61061
H -5.99495 -3.01761 0.35291
H -7.99714 -1.69955 -0.23578
H -7.90155 0.77121 -0.22142
H -5.79716 1.91147 0.41137
H -3.79633 0.58343 1.00131
Br 0.09748 -4.40086 -3.20153
C 1.23407 -3.69875 -1.84768
C 2.57743 -4.03422 -1.96222
C 3.48335 -3.57564 -1.02101
C 3.04437 -2.80217 0.04043
C 1.70633 -2.46141 0.13760
C 0.77323 -2.88467 -0.80894
C -0.67723 -2.39470 -0.70531
O -1.55871 -3.10705 -1.16796
O -0.82944 -1.22678 -0.19832
H 2.90074 -4.65835 -2.78415
H 4.53308 -3.82597 -1.12203
H 3.74718 -2.46218 0.78886
H 1.35693 -1.85558 0.96143
Te -1.90980 0.61552 -2.29313
C -0.79032 0.62035 -4.08536
C 0.61004 0.54274 -4.06877
C 1.35743 0.53146 -5.23927
C 0.72823 0.60738 -6.47626
C -0.65969 0.69290 -6.51841
C -1.40356 0.69275 -5.34587
H 1.12133 0.48498 -3.11380
H 2.43962 0.46621 -5.18667
H 1.30635 0.58813 -7.39372
H -1.16622 0.75666 -7.47688
H -2.48357 0.75702 -5.39643
*
```

=====

Entry 2:
A structure of composition C33H63BCl8CsF4O13S4 at a distorted geometry, computed with wB97M-V/def2-TZVPD.

Results
- Gap between HOMO and LUMO: 0.2423 Eh
- Largest force on an atom: 3.999 eV/Å
- LUMO: 1.263 eV
- HOMO energy: -5.3 eV

The geometry in ORCA input format:
```
! RIJCOSX wB97M-V def2-TZVPD def2/J DEFGRID3
* xyz -1 1
Cs -0.53800 -2.55939 2.93022
B 2.35783 -4.17409 3.87577
F 2.69469 -2.91313 4.07168
F 3.43586 -5.03763 4.12632
F 1.34600 -4.48699 4.81315
F 1.84605 -4.27061 2.60189
C 0.28485 0.10295 -0.06617
O 0.03904 -1.21882 0.19728
H -0.57268 0.73193 0.17282
H 1.11993 0.61282 0.41421
H 0.42242 0.42276 -1.09908
C 4.24841 3.48616 -1.26835
C 3.07083 4.54013 -1.42298
C 2.91439 4.74207 -2.91411
S 4.68824 4.83319 -3.55500
O 5.17904 6.21700 -3.69356
O 4.79314 3.97482 -4.70252
C 5.45714 4.03891 -2.01905
H 3.97747 2.54781 -1.75231
H 4.52297 3.25608 -0.23890
H 3.34114 5.47757 -0.93692
H 2.15655 4.08683 -1.03995
H 2.36312 5.63740 -3.20148
H 2.49065 3.83092 -3.33642
H 5.91811 4.90182 -1.53847
H 6.32584 3.44265 -2.29821
C -2.20830 3.78414 1.00049
C -3.18151 4.53130 0.10594
C -2.40301 5.58540 -0.64076
S -0.64176 5.04730 -0.90414
O 0.27419 5.88480 -0.12271
O -0.37186 4.78278 -2.30780
C -0.90234 3.54064 0.08296
H -2.66423 2.82940 1.26259
H -2.05378 4.35863 1.91384
H -3.98791 4.95370 0.70543
H -3.70096 3.80566 -0.51993
H -2.41347 6.52700 -0.09179
H -2.80936 5.90193 -1.60138
H -0.01145 3.09915 0.52962
H -1.21603 2.72047 -0.56280
C 3.05028 -0.18366 -3.23753
C 1.76943 -0.97162 -3.57717
C 2.09828 -2.01260 -4.68727
S 3.47734 -1.29986 -5.77946
O 2.89719 -0.86356 -7.04295
O 4.64359 -2.15142 -5.77626
C 3.76402 0.16687 -4.53514
H 3.73915 -0.81720 -2.67878
H 2.99688 0.73484 -2.65308
H 0.91354 -0.31558 -3.73578
H 1.51291 -1.51360 -2.66691
H 1.24739 -2.15618 -5.35321
H 2.54997 -2.96756 -4.41871
H 3.13225 0.97782 -4.89756
H 4.80975 0.46202 -4.44891
C -5.60741 0.90659 4.03450
C -4.67389 2.09660 3.86936
C -3.26409 1.59926 4.21996
S -3.35178 0.12807 5.35643
O -2.93056 0.48818 6.70429
O -2.85786 -1.04974 4.66609
C -5.19558 0.01053 5.26422
H -5.44526 0.27306 3.16247
H -6.66640 1.14417 4.13550
H -5.02688 2.84103 4.58303
H -4.64044 2.50261 2.85836
H -2.51097 2.29707 4.58596
H -2.76854 1.18952 3.33982
H -5.68951 0.47791 6.11609
H -5.44659 -1.05014 5.25588
O -0.10066 1.83091 3.69670
C 1.06898 1.53030 3.91461
O 1.44599 0.51254 4.71523
C 2.85485 0.48072 4.75575
C 3.26980 1.90716 4.40814
C 2.23614 2.24217 3.34960
H 3.24956 -0.26980 4.07090
H 3.06483 0.17025 5.77929
H 4.25653 2.00081 3.95459
H 3.21327 2.62776 5.22401
H 2.41603 1.78368 2.37721
H 2.08315 3.31101 3.20035
O -1.86901 -5.33562 1.32227
C -3.04018 -5.52598 1.08455
O -3.51123 -5.83053 -0.15455
C -4.92225 -5.97625 -0.10734
C -5.15246 -6.37425 1.33242
C -4.17821 -5.48197 2.12072
H -5.14961 -6.71394 -0.87690
H -5.39302 -5.02841 -0.36822
H -4.98967 -7.44813 1.42405
H -6.21874 -6.30658 1.54820
H -3.92041 -5.88647 3.09950
H -4.59185 -4.47671 2.20116
Cl 0.27156 0.73305 -6.40288
C -1.40913 0.10142 -6.08466
C -1.94711 0.61621 -4.76163
Cl -2.21538 2.40619 -4.94310
H -1.44571 -0.98788 -6.09866
H -2.04475 0.53334 -6.85766
H -1.22213 0.45362 -3.96408
H -2.90361 0.12236 -4.59045
Cl 5.18682 -3.08387 -0.48347
C 4.42707 -2.78701 1.19387
C 3.56325 -1.54388 1.16727
Cl 4.44128 -0.00523 0.81123
H 5.14497 -2.71428 2.01083
H 3.82120 -3.66214 1.42871
H 3.16672 -1.49638 2.18147
H 2.69402 -1.59552 0.51164
Cl -4.10190 0.20648 -1.69868
C -3.20115 -1.24043 -1.47913
C -3.19859 -1.48030 0.03177
Cl -4.76155 -2.00485 0.66231
H -2.19068 -1.23866 -1.88783
H -3.77883 -2.06475 -1.89730
H -2.75677 -0.66641 0.60665
H -2.51299 -2.30208 0.23844
Cl 2.83865 -5.37221 -1.89473
C 1.74945 -4.16446 -1.15263
C 0.33644 -4.39042 -1.41807
Cl -0.03073 -4.34181 -3.21486
H 2.17139 -3.26099 -1.59288
H 2.00612 -4.07489 -0.09707
H -0.28187 -3.61321 -0.96891
H -0.05537 -5.34259 -1.06036
*
```

=====

Entry 3:
A cluster of 3 separate species, C5H18N2O2S in total at a distorted geometry, computed with wB97M-V/def2-TZVPD.

Results
- Gap between HOMO and LUMO: 0.3415 Eh
- Largest force on an atom: 3.019 eV/Å
- LUMO: 0.615 eV
- HOMO energy: -8.7 eV
- SMILES string: CNCCNCCS.O.O

The geometry in ORCA input format:
```
! RIJCOSX wB97M-V def2-TZVPD def2/J DEFGRID3
* xyz 0 1
C -0.54800 1.93840 -1.23195
N 0.63522 1.28142 -0.76233
C 0.83935 -0.16736 -0.96778
C 2.15033 -0.63974 -0.36757
S 1.96363 -2.22950 0.65081
C -1.96636 1.43386 -0.74309
N -2.19348 0.56509 0.43421
C -2.26106 1.33622 1.68287
H -0.55277 2.26742 -2.28939
H -0.54223 2.97826 -0.81862
H 1.49353 1.77877 -0.92586
H 0.04614 -0.65144 -0.41848
H 0.65460 -0.55372 -1.97462
H 2.56482 0.03358 0.37293
H 2.75026 -0.95323 -1.22134
H 0.71483 -2.56893 0.28666
H -2.32005 0.81428 -1.57990
H -2.63932 2.26794 -0.54314
H -1.37322 -0.00374 0.50331
H -3.34224 1.48680 1.84119
H -1.73986 2.30294 1.60096
H -1.98098 0.87415 2.63240
H -2.28105 -1.94439 -2.29094
H -1.31157 -2.77687 -1.48324
O -1.35000 -1.99831 -2.04905
H 0.61271 1.23959 1.73947
H 2.00644 1.35596 2.54045
O 1.30193 0.81440 2.25620
*
```

=====

Entry 4:
A cluster of 5 separate species, C21H44FN3O13PS4 in total at a distorted geometry, computed with wB97M-V/def2-TZVPD.

Results
- Gap between HOMO and LUMO: 0.2823 Eh
- Largest force on an atom: 2.630 eV/Å
- LUMO: -4.553 eV
- HOMO energy: -12.2 eV

The geometry in ORCA input format:
```
! RIJCOSX wB97M-V def2-TZVPD def2/J DEFGRID3
* xyz 1 1
C -4.15134 4.22385 1.68766
P -2.67269 4.14368 0.60151
C -3.37775 3.86334 -1.10369
N -1.79701 2.56496 0.91233
N -2.44530 1.64018 1.58713
C -1.80616 0.52180 1.75868
C -0.49397 0.25159 1.27982
C 0.17669 -1.08342 1.47726
C 0.26983 -1.74614 0.05927
F 1.59000 -1.86441 -0.33979
C 0.13610 1.29364 0.60346
C -0.57349 2.48092 0.43304
O 0.03812 3.49385 -0.26548
C 0.55227 4.40966 0.54389
N 0.84794 5.34324 1.17174
H -3.90237 4.51610 2.71175
H -4.71414 3.28243 1.62868
H -4.80061 5.00936 1.26807
H -3.24984 4.74817 -1.73212
H -4.42930 3.55012 -1.02848
H -2.83755 3.02733 -1.57370
H -2.28400 -0.29237 2.31184
H -0.50559 -1.70909 2.06902
H 1.17085 -1.00310 1.93078
H -0.20978 -1.07260 -0.66910
H -0.29440 -2.68193 0.01476
H 1.15051 1.18132 0.22251
O 6.68251 4.31979 2.88139
S 6.69142 5.71019 2.53958
O 6.62531 6.72045 3.54675
O 5.54277 5.97876 1.46044
C 4.20958 5.54945 1.77859
C 3.51769 6.49610 2.73826
C 8.06521 6.04223 1.48789
H 4.22261 4.52887 2.16899
H 3.66308 5.52731 0.83612
H 3.98599 6.47123 3.72239
H 2.47148 6.22250 2.85455
H 3.57833 7.52307 2.37704
H 8.08669 5.30170 0.69270
H 8.96654 5.97197 2.09316
H 7.96326 7.04627 1.08380
O 1.66224 -1.31147 -4.52862
S 2.19482 -0.19075 -3.81405
O 1.37066 0.60744 -2.94954
O 2.94765 0.76045 -4.84134
C 2.22829 1.21659 -6.00490
C 1.27192 2.34569 -5.67571
C 3.61594 -0.70959 -2.91311
H 1.70909 0.38345 -6.48150
H 2.98088 1.57098 -6.70705
H 0.45245 1.99647 -5.04695
H 0.84529 2.76066 -6.58899
H 1.78522 3.13856 -5.13042
H 4.26484 -1.27463 -3.57715
H 3.27345 -1.33869 -2.09322
H 4.12552 0.16861 -2.52406
O -4.29235 -4.65211 2.11365
S -4.29977 -3.67051 3.15229
O -3.15727 -2.83285 3.39776
O -4.73945 -4.35638 4.51527
C -4.01972 -5.52593 4.95757
C -2.68412 -5.17030 5.57993
C -5.71808 -2.64239 2.96064
H -3.89853 -6.23125 4.13378
H -4.65131 -6.00655 5.70254
H -1.99586 -4.77138 4.83448
H -2.22587 -6.05304 6.02593
H -2.80817 -4.40708 6.34867
H -6.59205 -3.27326 2.82303
H -5.55929 -2.02161 2.08094
H -5.82235 -2.01870 3.84526
O -0.88137 -3.72261 -2.01998
S -0.73467 -4.56209 -3.17524
O -1.59192 -4.41747 -4.30756
O -0.74267 -6.08640 -2.71023
C -1.84531 -6.54960 -1.90775
C -3.08572 -6.80679 -2.74061
C 0.93621 -4.49463 -3.70580
H -2.05017 -5.84513 -1.09899
H -1.51659 -7.48069 -1.44835
H -3.49259 -5.87727 -3.13863
H -3.85769 -7.28330 -2.13561
H -2.85260 -7.44876 -3.59026
H 1.58419 -4.65053 -2.84648
H 1.10740 -3.50705 -4.13216
H 1.09992 -5.26046 -4.45998
*
```

=====

Entry 5:
A structure of composition C8H21CuNO4 at a distorted geometry, computed with wB97M-V/def2-TZVPD.

Results
- Gap between HOMO and LUMO: 0.1535 Eh
- Largest force on an atom: 6.878 eV/Å
- LUMO: 3.039 eV
- HOMO energy: -1.1 eV

The geometry in ORCA input format:
```
! RIJCOSX wB97M-V def2-TZVPD def2/J DEFGRID3
* xyz -1 1
Cu -1.29608 1.37205 -0.02857
C -1.90870 -0.12288 1.51891
O -2.37100 1.14266 1.27815
H -1.86451 -0.87313 0.72944
H -0.82387 -0.03769 1.58171
H -2.21802 -0.50438 2.49199
C 0.66978 2.43065 0.17700
O -0.50512 2.59519 0.93807
H 1.55179 2.67290 0.76985
H 0.96023 1.41548 -0.09353
H 0.60407 2.93584 -0.78662
C 1.62934 0.41314 2.85677
O 2.07037 -0.74438 2.22445
C 1.10060 -1.63019 1.45715
C 0.55902 -0.99589 0.23651
N 1.45091 -1.18843 -0.96374
C 0.70030 -1.11160 -2.17137
C 0.04524 0.24404 -2.42929
O -1.09145 0.43842 -1.67666
C -2.26350 -0.18557 -2.21353
H 0.64297 0.73719 2.52487
H 2.19499 1.21331 2.37942
H 1.85581 0.55375 3.91367
H 0.33086 -2.02912 2.11781
H 1.67940 -2.52786 1.23971
H 0.61125 0.08009 0.40280
H -0.47129 -1.33674 0.13463
H 1.97632 -2.02315 -0.74632
H 0.05603 -1.92106 -2.51456
H 1.54318 -1.13939 -2.86194
H -0.16922 0.32452 -3.49494
H 0.78868 0.96306 -2.08518
H -2.14044 -1.19418 -2.60808
H -2.90505 0.39609 -2.87547
H -2.99297 -0.36259 -1.42319
*
```

=====

Entry 6:
A cluster of 3 separate species, C12H12OS in total at a distorted geometry, computed with wB97M-V/def2-TZVPD.

Results
- Gap between HOMO and LUMO (alpha / beta): 0.2895 / 0.2322 Eh
- Largest force on an atom: 3.807 eV/Å
- LUMO (alpha / beta): 0.622 / -2.622 eV
- HOMO energy (alpha / beta): -7.3 / -8.9 eV

The geometry in ORCA input format:
```
! RIJCOSX wB97M-V def2-TZVPD def2/J DEFGRID3
* xyz 0 3
C 4.22079 1.00490 0.62554
C 3.69043 0.22354 1.58944
C 3.96198 0.68397 -0.69914
C 2.84536 -0.92290 1.28236
C 3.21521 -0.43530 -1.07035
C 2.65167 -1.15466 -0.03339
C -3.74971 -0.06016 -0.22203
C -2.92402 0.71697 -0.65251
C -5.36982 -0.76033 1.46887
C -4.83294 -0.89538 0.20172
C -0.54084 0.99931 -1.09483
C -1.87421 1.66203 -0.93175
O 0.49161 1.61569 -0.95707
S 0.63632 -2.57689 -0.88498
H 4.89302 1.79858 0.62201
H 3.72602 0.63965 2.56942
H 4.36314 1.28141 -1.50987
H 2.39163 -1.57467 2.11327
H 2.89927 -0.67881 -2.12297
H -6.27321 -1.23039 1.82760
H -4.97980 0.03643 2.08433
H -5.23664 -1.56974 -0.59036
H -0.75273 -0.01031 -1.65889
H -2.04263 1.99132 -2.00129
H -1.75884 2.36470 -0.21568
H 0.34898 -3.14898 0.26054
*
```

=====

Entry 7:
A cluster of 2 separate species, C5H7NO in total at a distorted geometry, computed with wB97M-V/def2-TZVPD.

Results
- Gap between HOMO and LUMO: 0.3875 Eh
- Largest force on an atom: 4.403 eV/Å
- LUMO: 0.783 eV
- HOMO energy: -9.8 eV
- SMILES string: c1ccncc1.O

The geometry in ORCA input format:
```
! RIJCOSX wB97M-V def2-TZVPD def2/J DEFGRID3
* xyz 0 1
C 0.49784 -1.03244 0.14307
C 1.82237 -1.16311 -0.08481
C 2.58752 -0.03443 -0.17705
C 2.00540 1.23906 -0.13995
C 0.66054 1.15138 0.28901
H -5.80546 -0.15838 0.69611
H -4.55766 -0.14938 -0.09916
H -0.21049 -1.82843 0.28519
H 2.31469 -2.09418 -0.27679
H 3.67773 -0.22181 -0.49479
H 2.55775 2.07161 -0.65021
H 0.03814 2.05512 0.32710
N -0.06295 0.05516 0.44747
O -5.52541 0.10981 -0.26519
*
```

=====

Entry 8:
A cluster of 3 separate species, C4H13NO3 in total at a distorted geometry, computed with wB97M-V/def2-TZVPD.

Results
- Gap between HOMO and LUMO: 0.3343 Eh
- Largest force on an atom: 1.144 eV/Å
- LUMO: 0.257 eV
- HOMO energy: -8.8 eV
- SMILES string: CCNCC=O.O.O

The geometry in ORCA input format:
```
! RIJCOSX wB97M-V def2-TZVPD def2/J DEFGRID3
* xyz 0 1
C 0.20491 -0.53084 1.69017
C -0.34294 -1.00511 0.34356
N -0.19631 -0.03130 -0.73455
C 0.85893 -0.39608 -1.67763
C 0.30931 -1.16701 -2.86467
O 0.94081 -1.95178 -3.52098
H 0.23233 -1.33114 2.42187
H -0.44005 0.27400 2.04870
H 1.21055 -0.10344 1.60694
H -1.40065 -1.22567 0.49437
H 0.08261 -1.96662 0.06272
H 0.11217 0.86171 -0.36328
H 1.35509 0.47602 -2.10591
H 1.69005 -0.98412 -1.25581
H -0.76290 -0.95211 -3.05266
H -3.14741 1.25642 4.57991
H -1.79655 2.00489 4.33504
O -2.29691 1.20370 4.13771
H 1.36582 3.39661 0.45341
H 0.78227 2.39601 1.45725
O 1.00797 2.50837 0.52990
*
```

=====

Entry 9:
A structure of composition C5H11N at a distorted geometry, computed with wB97M-V/def2-TZVPD.

Results
- Gap between HOMO and LUMO: 0.1782 Eh
- Largest force on an atom: 4.493 eV/Å
- LUMO: -1.686 eV
- HOMO energy: -6.5 eV

The geometry in ORCA input format:
```
! RIJCOSX wB97M-V def2-TZVPD def2/J DEFGRID3
* xyz 0 1
C -0.87870 0.84171 -1.63550
C 0.46560 1.21902 -1.26510
C 1.43152 0.07564 -0.67272
N 0.81181 -0.45105 0.56912
C -0.51967 -0.15384 1.11069
C -0.96716 -1.41856 1.84926
H -1.45201 1.65955 -2.17621
H -0.45523 1.22937 -0.46365
H -0.85842 -0.10127 -2.26733
H 1.00576 2.11917 -1.73108
H 1.57212 -0.67660 -1.51524
H 2.39405 0.46263 -0.33931
H -0.50948 0.69150 1.91843
H -1.42007 0.03548 0.39552
H -0.96682 -2.19231 1.05812
H -0.23814 -1.98903 2.48301
H -1.94398 -1.46496 2.33412
*
```

=====

Q: Which of these has the lowest largest force on an atom?
A: C4H13NO3